DFT (the ωB97M-V functional and the def2-TZVPD basis) results for C8H12 as an isolated structure.

Positions of all 20 atoms, in Å:
C  1.59  1.60  0.42
C  0.48  0.57  -0.01
C  0.35  0.73  -1.49
C  -0.70  0.58  -2.31
C  -0.09  -0.31  0.81
C  -0.15  -0.09  2.35
C  -0.84  -1.51  0.33
C  -0.84  -2.21  -0.84
H  1.55  2.62  0.02
H  2.43  1.38  -0.28
H  1.78  1.49  1.42
H  1.29  1.48  -2.04
H  -1.81  -0.03  -1.93
H  -0.79  0.83  -3.36
H  0.30  -0.82  3.08
H  0.36  0.91  2.64
H  -1.23  -0.09  2.68
H  -1.63  -1.86  1.43
H  -0.25  -2.19  -2.16
H  -1.80  -3.08  -0.76

Properties
ΔE to the lowest compared entry with this formula, charge and spin = 608.1 kJ/mol
Kohn-Sham gap = 0.314 Ha
total energy = -311.754769 hartree
HOMO energy = -0.2986 hartree

DFT (the ωB97M-V functional and the def2-TZVPD basis) results for C27H45Br3ClF5N2O4PSSi as an isolated structure.

Positions of all 90 atoms, in Å:
C  2.20  2.71  1.68
C  1.67  1.35  2.18
N  1.17  0.31  1.22
S  -0.06  -0.53  2.30
C  0.36  0.72  -0.01
C  -0.46  2.02  0.00
F  -1.35  1.81  -1.06
F  0.18  3.15  -0.37
C  -1.39  2.33  1.17
C  -2.64  1.39  1.29
Si  -4.29  2.10  0.68
C  -5.59  2.26  2.05
C  -4.17  3.69  -0.32
C  -5.00  0.79  -0.51
C  -5.94  -0.16  -0.13
C  -6.38  -1.10  -1.04
C  -5.90  -1.12  -2.33
C  -4.98  -0.17  -2.71
C  -4.54  0.77  -1.81
C  1.05  0.43  -1.39
C  1.98  1.51  -1.97
C  1.52  2.10  -3.33
C  2.38  3.32  -3.67
O  0.17  2.54  -3.31
O  1.74  -0.82  -1.45
C  1.64  -1.64  -0.30
C  2.32  -2.96  -0.69
C  1.29  -3.79  -1.51
C  1.94  -4.69  -2.59
Cl  0.15  -4.67  -0.43
C  2.19  -0.80  0.90
C  3.57  -0.10  0.57
C  4.57  -0.83  -0.33
C  5.96  -0.21  -0.12
F  6.82  -0.83  -0.95
F  6.39  -0.51  1.13
F  5.98  1.11  -0.31
P  2.55  -1.96  2.33
N  1.60  -3.18  2.42
O  2.57  -1.22  3.75
O  4.07  -2.52  2.17
H  1.39  3.45  1.74
H  2.60  2.76  0.66
H  2.97  3.07  2.36
H  0.89  1.58  2.92
H  2.46  0.95  2.81
H  -0.54  -1.54  1.53
H  -0.45  -0.01  -0.06
H  -1.76  3.34  0.97
H  -0.91  2.40  2.15
H  -2.41  0.48  0.72
H  -2.70  1.07  2.33
H  -5.31  3.11  2.70
H  -6.55  2.43  1.56
H  -5.65  1.33  2.62
H  -3.50  3.53  -1.17
H  -3.80  4.53  0.28
H  -5.17  3.91  -0.71
H  -6.34  -0.20  0.88
H  -7.09  -1.87  -0.77
H  -6.22  -1.88  -3.03
H  -4.61  -0.22  -3.74
H  -3.80  1.48  -2.18
H  0.21  0.34  -2.09
H  2.95  1.03  -2.20
H  2.21  2.37  -1.33
H  1.72  1.35  -4.11
H  2.20  4.14  -2.97
H  2.06  3.70  -4.65
H  3.45  3.08  -3.75
H  -0.33  1.95  -3.88
H  0.58  -1.91  -0.18
H  3.15  -2.80  -1.39
H  2.68  -3.61  0.10
H  0.67  -3.05  -2.02
H  1.65  -5.73  -2.40
H  1.49  -4.42  -3.56
H  3.02  -4.55  -2.59
H  3.43  0.89  0.14
H  4.05  0.06  1.55
H  4.71  -1.90  -0.18
H  4.35  -0.66  -1.39
H  2.08  -4.07  2.30
H  2.69  -1.92  4.40
H  4.06  -3.40  1.79
C  -2.47  -3.50  4.20
Br  -0.86  -3.38  5.26
Br  -3.20  -1.75  3.83
Br  -2.19  -4.50  2.58
H  -3.20  -4.04  4.79

Properties
charge = +1
Kohn-Sham gap = 0.285 Ha
total energy = -11176.645734 hartree
HOMO energy = -0.4095 hartree